No. 1
Formula: C3H10NO2
Source: the Open Molecules 2025 dataset
Level of theory: ωB97M-V/def2-TZVPD

Results
Charge: +1
HOMO-LUMO gap in Eh: 0.3285
Relative energy (zero: lowest compared OMol25 entry of this formula, charge and spin) in kcal/mol: 76.77
LUMO energy in eV: -5.252

Bonds (Å) are listed after each position.
Element x y z (Å)
1 C 1.192 -1.074 1.071  C2 1.327, N4 1.458, H5 1.090
2 C 1.056 -2.178 0.347  C1 1.327, H6 1.080, H7 1.083
3 C 0.962 1.142 0.335  N4 1.280, H8 1.094, H9 1.089
4 N 0.376 0.103 0.800  C1 1.458, C3 1.280, H10 1.099
5 H 1.935 -0.866 1.840  C1 1.090
6 H 1.307 -3.118 0.816  C2 1.080
7 H 0.574 -2.054 -0.615  C2 1.083
8 H 1.804 1.644 0.821  C3 1.094
9 H 0.479 1.780 -0.404  C3 1.089
10 H -0.710 -0.056 0.838  N4 1.099
11 H 0.277 1.202 -2.418  O13 0.968
12 H -1.034 1.553 -2.977  O13 0.964
13 O -0.643 1.298 -2.134  H11 0.968, H12 0.964
14 H -2.794 -0.353 1.067  O16 0.969
15 H -2.629 0.840 0.079  O16 0.963
16 O -2.151 0.137 0.533  H14 0.969, H15 0.963

Let us look at the Mulliken charges, expressed in e, one per atom: C -0.224; C -0.612; C -0.283; N 0.090; H 0.391; H 0.284; H 0.280; H 0.269; H 0.412; H 0.379; H 0.330; H 0.295; O -0.620; H 0.313; H 0.305; O -0.608



No. 2
Formula: C3H10NO2P
Source: the Open Molecules 2025 dataset
Level of theory: ωB97M-V/def2-TZVPD

Results
Structure (SMILES): CN[P@](C)(=O)OC
Charge: 0
HOMO-LUMO gap in Eh: 0.3297
Relative energy (zero: lowest compared OMol25 entry of this formula, charge and spin) in kcal/mol: 120.70
LUMO energy in eV: 0.647

Bonds (Å) are listed after each position.
Element x y z (Å)
1 C -2.090 0.364 -1.018  N4 1.478, H8 1.085, H9 1.098, H10 1.059
2 C 1.222 -2.203 0.313  O6 1.409, H11 1.057, H12 1.165, H13 1.100
3 C 0.397 1.456 1.402  P7 1.804, H14 1.117, H15 1.135, H16 1.115
4 N -0.696 0.853 -1.058  C1 1.478, P7 1.644, H17 1.022
5 O 2.299 0.803 -0.903  P7 2.020
6 O 0.360 -1.089 0.307  C2 1.409, P7 1.529
7 P 0.515 0.390 -0.048  C3 1.804, N4 1.644, O5 2.020, O6 1.529
8 H -2.315 0.175 0.026  C1 1.085
9 H -2.655 1.187 -1.475  C1 1.098
10 H -2.290 -0.559 -1.497  C1 1.059
11 H 0.925 -2.954 -0.370  C2 1.057
12 H 1.417 -2.797 1.296  C2 1.165
13 H 2.157 -1.676 0.076  C2 1.100
14 H 0.750 1.004 2.362  C3 1.117
15 H 1.098 2.314 1.157  C3 1.135
16 H -0.668 1.780 1.469  C3 1.115
17 H -0.426 0.952 -2.039  N4 1.022

Let us look at the Mulliken charges, expressed in e, one per atom: C -0.794; C -0.630; C -0.890; N -0.274; O -0.749; O -0.288; P 0.681; H 0.316; H 0.295; H 0.294; H 0.255; H 0.209; H 0.345; H 0.317; H 0.283; H 0.348; H 0.282



Please write out number 1 again, unchanged.
Formula: C3H10NO2
Source: the Open Molecules 2025 dataset
Level of theory: ωB97M-V/def2-TZVPD

Results
Charge: +1
HOMO-LUMO gap in Eh: 0.3285
Relative energy (zero: lowest compared OMol25 entry of this formula, charge and spin) in kcal/mol: 76.77
LUMO energy in eV: -5.252

Bonds (Å) are listed after each position.
Element x y z (Å)
1 C 1.192 -1.074 1.071  C2 1.327, N4 1.458, H5 1.090
2 C 1.056 -2.178 0.347  C1 1.327, H6 1.080, H7 1.083
3 C 0.962 1.142 0.335  N4 1.280, H8 1.094, H9 1.089
4 N 0.376 0.103 0.800  C1 1.458, C3 1.280, H10 1.099
5 H 1.935 -0.866 1.840  C1 1.090
6 H 1.307 -3.118 0.816  C2 1.080
7 H 0.574 -2.054 -0.615  C2 1.083
8 H 1.804 1.644 0.821  C3 1.094
9 H 0.479 1.780 -0.404  C3 1.089
10 H -0.710 -0.056 0.838  N4 1.099
11 H 0.277 1.202 -2.418  O13 0.968
12 H -1.034 1.553 -2.977  O13 0.964
13 O -0.643 1.298 -2.134  H11 0.968, H12 0.964
14 H -2.794 -0.353 1.067  O16 0.969
15 H -2.629 0.840 0.079  O16 0.963
16 O -2.151 0.137 0.533  H14 0.969, H15 0.963

Let us look at the Mulliken charges, expressed in e, one per atom: C -0.224; C -0.612; C -0.283; N 0.090; H 0.391; H 0.284; H 0.280; H 0.269; H 0.412; H 0.379; H 0.330; H 0.295; O -0.620; H 0.313; H 0.305; O -0.608



Question: The highest relative energy (zero: lowest compared OMol25 entry of this formula, charge and spin) belongs to which entry?
Answer: C3H10NO2P



Question: Which value of relative energy (zero: lowest compared OMol25 entry of this formula, charge and spin) does entry 2 give?
Answer: 120.70 kcal/mol



Copy entry 2 word for word.
Formula: C3H10NO2P
Source: the Open Molecules 2025 dataset
Level of theory: ωB97M-V/def2-TZVPD

Results
Structure (SMILES): CN[P@](C)(=O)OC
Charge: 0
HOMO-LUMO gap in Eh: 0.3297
Relative energy (zero: lowest compared OMol25 entry of this formula, charge and spin) in kcal/mol: 120.70
LUMO energy in eV: 0.647

Bonds (Å) are listed after each position.
Element x y z (Å)
1 C -2.090 0.364 -1.018  N4 1.478, H8 1.085, H9 1.098, H10 1.059
2 C 1.222 -2.203 0.313  O6 1.409, H11 1.057, H12 1.165, H13 1.100
3 C 0.397 1.456 1.402  P7 1.804, H14 1.117, H15 1.135, H16 1.115
4 N -0.696 0.853 -1.058  C1 1.478, P7 1.644, H17 1.022
5 O 2.299 0.803 -0.903  P7 2.020
6 O 0.360 -1.089 0.307  C2 1.409, P7 1.529
7 P 0.515 0.390 -0.048  C3 1.804, N4 1.644, O5 2.020, O6 1.529
8 H -2.315 0.175 0.026  C1 1.085
9 H -2.655 1.187 -1.475  C1 1.098
10 H -2.290 -0.559 -1.497  C1 1.059
11 H 0.925 -2.954 -0.370  C2 1.057
12 H 1.417 -2.797 1.296  C2 1.165
13 H 2.157 -1.676 0.076  C2 1.100
14 H 0.750 1.004 2.362  C3 1.117
15 H 1.098 2.314 1.157  C3 1.135
16 H -0.668 1.780 1.469  C3 1.115
17 H -0.426 0.952 -2.039  N4 1.022

Let us look at the Mulliken charges, expressed in e, one per atom: C -0.794; C -0.630; C -0.890; N -0.274; O -0.749; O -0.288; P 0.681; H 0.316; H 0.295; H 0.294; H 0.255; H 0.209; H 0.345; H 0.317; H 0.283; H 0.348; H 0.282